# 1
{
  "formula": "C57H47CaN4O3P2S",
  "method": "wB97M-V/def2-TZVPD",
  "elements": ["Ca", "C", "C", "N", "C", "C", "C", "S", "N", "C", "O", "C", "C", "C", "C", "C", "C", "H", "H", "H", "H", "H", "H", "H", "H", "H", "H", "H", "H", "H", "H", "H", "O", "C", "C", "C", "C", "C", "C", "P", "C", "C", "C", "C", "C", "C", "C", "C", "C", "C", "C", "C", "C", "C", "C", "C", "C", "C", "P", "C", "C", "C", "C", "C", "C", "C", "C", "C", "C", "C", "C", "H", "H", "H", "H", "H", "H", "H", "H", "H", "H", "H", "H", "H", "H", "H", "H", "H", "H", "H", "H", "H", "H", "H", "H", "H", "H", "H", "H", "O", "N", "N", "C", "C", "C", "C", "C", "C", "C", "C", "C", "H", "H", "H", "H"],
  "xyz": [[-0.3424, 0.3708, -0.3606], [2.9687, 0.5756, 5.2451], [2.2684, -0.7579, 5.2233], [0.8843, -0.7118, 4.6796], [-0.2381, -0.5870, 5.6222], [-0.6588, 0.8620, 5.8180], [0.7166, -0.7232, 3.3645], [-0.9753, -0.8843, 2.8334], [1.8073, -0.7175, 2.6420], [2.1189, -0.1106, 1.5166], [1.3771, 0.6155, 0.8451], [3.5148, -0.1796, 1.0688], [3.9039, 0.4499, -0.1033], [5.2419, 0.4704, -0.4649], [6.1859, -0.1255, 0.3644], [5.7933, -0.7440, 1.5413], [4.4567, -0.7636, 1.8905], [3.9439, 0.4554, 5.7146], [2.4112, 1.3160, 5.8298], [3.1199, 0.9562, 4.2365], [2.1616, -1.1812, 6.2185], [2.8147, -1.4823, 4.6384], [0.0934, -1.0252, 6.5617], [-1.0674, -1.1936, 5.2711], [0.1299, 1.4455, 6.3043], [-1.5551, 0.9307, 6.4461], [-0.8802, 1.3240, 4.8476], [3.1740, 0.9611, -0.7109], [5.5503, 0.9353, -1.3906], [7.2311, -0.0974, 0.0893], [6.5371, -1.2178, 2.1793], [4.1261, -1.2500, 2.8036], [-0.6256, 2.4213, -2.5782], [-0.3742, 1.9809, -3.8815], [0.1792, 2.8098, -4.8537], [0.3527, 2.3108, -6.1320], [0.0375, 0.9903, -6.4258], [-0.4069, 0.1616, -5.4122], [-0.6153, 0.6443, -4.1224], [-0.9331, -0.4958, -2.7762], [0.3728, -1.7268, -2.9930], [0.2845, -2.7660, -3.9153], [1.3550, -3.6238, -4.0890], [2.5244, -3.4575, -3.3536], [2.6341, -2.4226, -2.4379], [1.5470, -1.5686, -2.2672], [-2.4609, -1.3478, -3.1389], [-2.6622, -2.6339, -2.6283], [-3.8532, -3.2940, -2.8748], [-4.8674, -2.6673, -3.5975], [-4.6744, -1.3833, -4.0859], [-3.4712, -0.7192, -3.8606], [-1.1179, 3.7070, -2.3299], [-1.6204, 4.5529, -3.3144], [-2.0427, 5.8212, -2.9541], [-1.9978, 6.2522, -1.6295], [-1.5790, 5.3618, -0.6663], [-1.1385, 4.0878, -0.9918], [-0.8388, 2.8883, 0.2925], [0.6177, 3.4378, 1.1935], [1.6537, 4.0794, 0.5347], [2.8268, 4.3755, 1.2317], [2.9413, 4.0554, 2.5752], [1.8932, 3.4079, 3.2330], [0.7473, 3.0820, 2.5382], [-2.2481, 3.0929, 1.3733], [-2.3122, 4.0703, 2.3632], [-3.4607, 4.2299, 3.1226], [-4.5658, 3.4140, 2.8820], [-4.5104, 2.4476, 1.8867], [-3.3543, 2.2854, 1.1324], [0.4492, 3.8238, -4.6192], [0.7552, 2.9459, -6.9092], [0.1891, 0.5924, -7.4237], [-0.5844, -0.8827, -5.6158], [-0.6319, -2.9247, -4.4632], [1.2718, -4.4467, -4.7880], [3.3495, -4.1362, -3.5024], [3.5354, -2.2649, -1.8549], [1.6972, -0.7480, -1.5732], [-1.8929, -3.1252, -2.0314], [-4.0030, -4.2946, -2.4898], [-5.7911, -3.1995, -3.7958], [-5.4527, -0.9021, -4.6654], [-3.3215, 0.2849, -4.2497], [-1.6729, 4.2331, -4.3384], [-2.4381, 6.4700, -3.7312], [-2.3338, 7.2472, -1.3556], [-1.6128, 5.6458, 0.3796], [1.5541, 4.3611, -0.5104], [3.6452, 4.8746, 0.7229], [3.8548, 4.3010, 3.1129], [1.9966, 3.1493, 4.2748], [-0.0572, 2.5491, 3.0339], [-1.4515, 4.7069, 2.5513], [-3.4991, 4.9799, 3.9094], [-5.4761, 3.5370, 3.4600], [-5.3584, 1.7996, 1.7004], [-3.3115, 1.4874, 0.3946], [-1.8937, -0.8788, 0.4514], [-0.7647, -1.3979, 1.2084], [-0.7742, -10.6029, -0.2617], [-0.8101, -9.4642, -0.0940], [-0.8403, -8.0358, 0.1277], [-1.8630, -7.4771, 0.8893], [-1.8773, -6.1171, 1.1109], [-0.8742, -5.3250, 0.5622], [0.1457, -5.8906, -0.2021], [0.1640, -7.2495, -0.4402], [-0.8512, -3.9263, 0.8078], [-0.7973, -2.7402, 1.0382], [-2.6312, -8.1236, 1.2963], [-2.6571, -5.6547, 1.7012], [0.9171, -5.2402, -0.6117], [0.9483, -7.7180, -1.0202]],
  "forces_ev_per_angstrom": [[-0.3, -0.5, 0.1], [0.1, 0.3, 0.2], [-0.8, -0.1, 0.1], [0.1, 0.0, 0.5], [0.4, 0.0, 0.0], [-0.1, 0.3, 0.0], [-0.1, -0.1, -0.1], [0.1, 0.2, 0.2], [0.3, -0.4, 0.1], [0.1, -0.1, 0.2], [-0.5, 0.7, -0.2], [0.3, -0.1, 0.3], [0.3, 0.2, -0.2], [-0.1, -0.2, 0.1], [0.0, 0.1, -0.1], [0.3, -0.1, 0.1], [0.3, -0.5, 0.3], [0.1, 0.0, 0.0], [0.1, -0.1, -0.1], [0.0, 0.0, 0.0], [0.0, 0.1, 0.2], [0.1, -0.1, -0.2], [0.0, 0.0, 0.0], [-0.1, -0.1, -0.1], [-0.1, -0.1, -0.1], [0.2, -0.1, -0.2], [0.0, 0.0, 0.2], [-0.1, 0.0, -0.1], [0.0, 0.1, 0.0], [0.0, 0.0, 0.0], [-0.2, 0.1, -0.1], [0.1, 0.1, -0.2], [0.0, 0.4, -0.3], [0.1, 0.6, 0.5], [-0.2, -0.2, 0.0], [0.1, 0.0, -0.1], [0.0, -0.2, 0.0], [0.1, 0.2, -0.3], [0.0, -0.3, -0.7], [-0.2, -0.3, -0.4], [0.1, -0.1, -0.3], [0.2, -0.2, 0.2], [0.0, -0.2, 0.0], [0.1, 0.0, 0.0], [-0.3, 0.0, -0.1], [0.4, -0.1, 0.0], [-0.3, -0.3, -0.2], [0.0, 0.0, 0.1], [-0.2, 0.1, 0.0], [0.2, -0.1, 0.0], [0.0, 0.0, 0.0], [-0.2, -0.1, 0.0], [0.1, -0.4, -0.2], [0.1, -0.1, 0.3], [-0.2, 0.2, 0.0], [-0.2, 0.1, -0.4], [0.0, 0.3, 0.3], [-0.1, 0.3, -0.4], [0.0, 0.3, 0.3], [-0.2, 0.2, 0.2], [0.3, 0.1, 0.2], [-0.1, 0.1, -0.1], [0.1, -0.1, 0.1], [0.3, 0.1, -0.2], [0.0, 0.1, -0.1], [-0.3, 0.3, 0.3], [0.0, 0.2, 0.2], [-0.2, -0.1, 0.1], [0.0, 0.1, -0.1], [0.0, 0.0, 0.0], [-0.1, -0.2, 0.2], [0.1, 0.1, 0.0], [0.0, 0.1, 0.0], [0.0, 0.1, 0.1], [0.0, -0.1, -0.1], [-0.1, 0.0, -0.1], [0.0, 0.0, 0.0], [0.1, -0.1, 0.0], [-0.1, -0.1, -0.1], [-0.1, 0.1, 0.1], [-0.1, 0.2, -0.1], [0.0, 0.0, 0.0], [0.0, 0.1, 0.0], [0.0, 0.0, 0.1], [0.0, -0.1, 0.0], [-0.1, 0.0, -0.1], [0.1, 0.0, 0.1], [0.1, -0.1, -0.1], [0.0, 0.0, -0.1], [0.0, 0.0, 0.1], [-0.1, 0.0, 0.0], [-0.2, 0.0, -0.1], [-0.1, 0.0, 0.1], [0.0, 0.0, 0.0], [-0.1, -0.1, 0.0], [0.0, -0.1, -0.2], [0.1, 0.0, 0.0], [0.0, 0.1, 0.0], [0.0, 0.1, 0.0], [0.3, 0.2, 0.5], [-0.8, 0.2, -0.7], [0.0, 0.4, 0.0], [0.0, -0.2, 0.0], [0.1, -0.4, -0.3], [0.0, -0.3, 0.0], [-0.1, 0.0, 0.0], [0.2, 0.0, 0.0], [0.2, 0.1, -0.3], [-0.2, 0.0, 0.3], [0.1, 1.5, 0.3], [0.2, -1.5, -0.1], [0.1, 0.1, 0.0], [0.0, 0.0, 0.0], [-0.2, -0.2, 0.1], [0.0, 0.1, 0.0]],
  "lowdin_charge": [1.13, -0.06, -0.17, -0.09, -0.23, -0.06, -0.51, 1.14, 0.15, -0.45, -0.21, -0.15, -0.03, -0.06, -0.07, -0.06, -0.02, 0.09, 0.07, 0.06, 0.12, 0.11, 0.12, 0.08, 0.07, 0.09, 0.05, 0.11, 0.11, 0.11, 0.11, 0.10, -0.07, -0.25, -0.02, -0.05, -0.06, -0.06, -0.29, 1.02, -0.36, -0.09, -0.06, -0.07, -0.06, -0.09, -0.37, -0.09, -0.06, -0.07, -0.07, -0.08, -0.23, -0.01, -0.05, -0.06, -0.06, -0.29, 1.03, -0.38, -0.07, -0.07, -0.07, -0.07, -0.11, -0.38, -0.10, -0.07, -0.07, -0.06, -0.09, 0.12, 0.12, 0.11, 0.11, 0.11, 0.11, 0.11, 0.11, 0.06, 0.11, 0.11, 0.11, 0.11, 0.11, 0.11, 0.12, 0.11, 0.11, 0.11, 0.11, 0.11, 0.09, 0.09, 0.11, 0.11, 0.11, 0.11, 0.10, -0.47, -0.60, 0.16, -0.18, -0.22, -0.02, -0.01, -0.24, -0.02, -0.01, 0.04, -0.12, 0.13, 0.12, 0.12, 0.12],
  "e_lumo_ev": -2.267,
  "relative_energy_kj_mol": 0.00,
  "orbital_gap_ev": 8.346,
  "charge": 1
}

---

# 2
{
  "formula": "C57H47IN2NbOP2S2",
  "method": "wB97M-V/def2-TZVPD",
  "elements": ["Nb", "C", "N", "C", "P", "C", "C", "C", "C", "C", "C", "C", "C", "C", "C", "C", "C", "C", "C", "C", "C", "C", "C", "P", "C", "C", "C", "C", "C", "C", "C", "C", "C", "C", "C", "C", "H", "H", "H", "H", "H", "H", "H", "H", "H", "H", "H", "H", "H", "H", "H", "H", "H", "H", "H", "H", "H", "H", "H", "H", "H", "H", "H", "H", "H", "S", "C", "N", "I", "C", "C", "C", "C", "C", "C", "C", "C", "C", "C", "C", "C", "C", "C", "H", "H", "H", "H", "H", "H", "H", "H", "H", "H", "H", "C", "C", "O", "S", "C", "C", "C", "C", "C", "C", "C", "C", "H", "H", "H", "H", "H", "H", "H"],
  "xyz": [[14.7849, 11.4972, 9.1790], [14.7393, 13.3071, 12.6759], [16.1438, 13.6849, 12.6767], [17.1319, 12.6224, 12.6282], [17.4383, 11.9930, 10.9551], [18.1674, 10.3501, 11.2361], [18.1560, 9.6496, 12.4103], [18.8761, 8.4910, 12.5944], [19.7108, 8.0540, 11.5858], [19.7595, 8.7339, 10.3447], [18.9296, 9.7752, 10.1206], [19.0193, 12.9428, 10.6493], [18.9696, 14.0133, 9.7067], [20.1091, 14.8461, 9.6100], [21.2197, 14.7524, 10.4756], [21.2058, 13.7286, 11.4087], [20.1264, 12.8185, 11.4783], [16.4990, 14.9556, 13.2234], [17.8745, 15.3167, 13.3536], [18.2633, 16.5060, 13.9840], [17.2759, 17.4027, 14.4157], [15.9311, 17.0467, 14.2979], [15.5507, 15.9035, 13.6091], [13.8134, 13.4012, 10.9453], [12.1163, 13.0211, 11.4662], [11.6157, 13.5677, 12.6460], [10.3990, 13.1257, 13.1595], [9.5022, 12.4265, 12.3314], [9.9736, 12.0057, 11.0424], [11.2977, 12.1808, 10.6772], [13.8860, 15.2166, 10.6436], [15.1089, 15.8096, 10.4426], [15.1350, 17.1317, 9.9061], [13.9291, 17.8749, 9.8648], [12.7762, 17.3140, 10.3396], [12.7110, 15.9600, 10.6666], [14.2119, 13.8588, 13.3954], [14.6695, 12.2548, 12.9303], [16.7848, 11.8334, 13.2869], [18.0745, 12.9302, 13.1201], [17.5031, 9.9393, 13.2383], [18.7372, 7.9782, 13.5240], [20.3003, 7.1630, 11.6918], [20.4059, 8.4089, 9.5759], [18.9214, 10.2515, 9.1927], [18.1946, 14.0276, 8.9374], [20.1531, 15.6353, 8.8187], [22.1200, 15.3210, 10.4226], [22.0203, 13.6471, 12.1780], [20.3139, 11.9862, 12.1200], [18.6857, 14.6815, 12.9013], [19.2679, 16.7165, 14.1464], [17.5463, 18.3810, 14.8732], [15.2101, 17.7118, 14.7707], [14.5375, 15.7563, 13.4135], [12.2148, 14.3407, 13.1715], [10.0973, 13.5247, 14.1414], [8.5128, 12.2066, 12.6445], [9.3695, 11.4741, 10.3338], [11.6961, 11.6540, 9.8322], [16.0076, 15.1910, 10.5674], [16.0572, 17.4877, 9.4646], [13.9514, 18.9374, 9.5793], [11.8831, 17.9414, 10.5019], [11.7789, 15.4497, 10.8579], [14.8391, 10.1145, 11.2357], [13.2278, 9.6014, 11.0452], [12.2261, 8.9879, 11.0286], [14.2738, 13.7648, 7.5913], [8.7536, 8.4240, 7.8471], [9.9510, 7.7750, 8.1101], [11.1390, 8.4604, 7.9906], [11.2378, 9.7939, 7.5283], [10.0323, 10.4503, 7.2601], [8.8072, 9.7710, 7.3748], [12.5293, 10.4916, 7.5472], [13.7646, 10.0384, 7.9983], [14.3439, 8.7580, 7.6291], [15.3436, 8.1598, 8.3783], [15.8055, 6.8688, 8.0397], [15.3289, 6.1930, 6.9257], [14.5153, 6.8978, 6.0355], [13.9372, 8.1140, 6.4555], [7.7365, 7.9860, 7.9980], [9.9737, 6.7441, 8.4696], [12.1070, 8.0073, 8.2278], [9.9623, 11.4957, 6.8431], [7.9144, 10.3490, 7.1056], [12.5347, 11.5519, 7.2200], [15.8690, 8.7036, 9.1650], [16.5624, 6.3529, 8.6679], [15.6911, 5.1824, 6.7238], [14.0502, 6.4164, 5.1513], [13.1107, 8.5167, 5.8967], [24.3077, 14.4225, 5.7746], [22.9014, 13.8614, 5.8967], [22.4389, 13.7796, 7.0117], [22.2208, 13.2124, 4.4186], [20.7350, 12.6196, 5.2760], [19.8770, 13.6179, 5.7810], [18.6212, 13.3211, 6.2877], [18.3667, 11.9426, 6.5050], [19.1565, 10.9225, 5.8618], [20.3627, 11.2822, 5.3102], [17.3814, 11.6196, 7.4711], [16.5607, 11.3553, 8.3632], [24.7321, 14.3386, 4.7870], [24.9504, 13.8548, 6.4565], [24.2542, 15.5010, 6.1092], [20.3252, 14.5845, 5.9249], [17.8652, 14.0777, 6.6813], [18.9208, 9.8386, 6.0671], [20.9963, 10.5260, 4.8758]],
  "forces_ev_per_angstrom": [[-0.8, 1.1, 0.2], [1.2, -1.1, -1.9], [-0.3, 1.2, -0.1], [-0.1, 0.2, 1.5], [0.7, 0.1, -0.1], [0.9, -0.8, -2.2], [-1.2, 0.6, 0.9], [0.5, -0.4, -0.7], [0.0, 0.1, -0.4], [-0.5, -0.9, 1.4], [-1.1, 1.5, 2.8], [-1.1, 1.1, -1.1], [1.8, -0.7, 0.5], [0.0, 0.9, -0.7], [-1.4, -1.3, -0.1], [-0.2, -0.4, 1.0], [1.1, 0.7, -0.5], [1.3, 0.0, -0.4], [0.4, -0.5, -0.2], [-2.7, -0.4, -0.6], [0.2, 0.1, 0.6], [0.8, 0.7, -0.2], [1.2, -0.1, 0.8], [0.8, 0.2, 1.7], [-0.2, -0.3, -0.6], [0.6, -0.1, 0.4], [-0.9, 0.9, -0.2], [2.2, 0.0, -1.4], [-0.1, 0.1, 1.4], [0.1, 0.9, 1.3], [-0.9, -0.9, 0.7], [0.7, 1.2, -1.5], [-0.8, -1.2, 0.5], [1.9, 0.3, 0.2], [-1.6, 0.0, 0.7], [0.4, 0.1, -0.6], [-0.8, 0.8, 0.8], [-0.1, -0.2, 0.2], [-0.3, -0.5, 0.0], [-0.6, -0.1, -0.5], [0.3, 0.2, -0.2], [0.3, -0.4, 0.3], [0.2, -0.2, 0.2], [0.6, -0.5, -0.7], [0.0, 0.8, -1.3], [0.0, 0.3, 0.5], [-0.2, -0.8, 0.7], [0.1, 0.8, -0.4], [-0.8, -0.1, -1.1], [-0.6, -0.5, 0.6], [-1.0, 0.7, 0.7], [1.7, 0.4, 0.0], [-0.2, -1.0, -0.2], [-0.1, -0.2, -0.5], [-1.5, -0.3, -0.1], [-0.6, -0.8, -0.2], [0.0, -0.4, -0.6], [-0.7, -0.2, 0.2], [-0.5, -0.3, 0.1], [0.0, 0.1, -0.5], [-0.2, 0.5, -0.3], [0.0, 0.3, 0.4], [0.0, -0.7, 0.0], [0.5, -0.4, -0.4], [-0.2, 0.3, 0.1], [-0.6, 0.4, -0.4], [-1.4, -2.0, 0.4], [1.6, 1.5, -0.1], [0.0, -0.7, 0.2], [-1.0, 1.6, -0.6], [-0.1, -0.4, 0.4], [1.3, 0.4, -0.3], [0.1, -0.5, 0.4], [-1.1, 0.7, -1.1], [0.5, -0.3, 0.4], [-0.1, 0.6, 0.4], [0.2, 1.7, -0.6], [-0.1, -0.8, 0.3], [1.3, -1.1, -0.2], [0.3, 0.2, 0.9], [0.5, 0.5, -0.5], [-1.9, -0.1, 0.5], [0.6, -0.9, -0.3], [1.2, 0.1, -0.2], [-0.1, 0.3, -0.1], [-0.7, -0.2, 0.1], [0.5, -1.1, 0.7], [0.2, -0.6, 0.3], [-0.5, -0.5, 0.7], [-0.4, -0.4, 0.0], [-0.6, 0.6, -0.4], [-0.2, 0.4, -0.1], [0.7, 0.3, 0.5], [0.0, 0.2, -0.3], [-0.3, 1.0, 0.3], [2.1, 0.1, 1.4], [-0.7, 0.0, -0.6], [-1.1, -0.6, 0.8], [-0.7, 0.6, -0.7], [0.1, -0.3, 0.0], [0.0, -0.3, 1.0], [0.2, -0.4, -1.0], [-1.0, -0.2, 2.4], [0.2, 0.3, -0.9], [-1.0, -0.8, 0.4], [2.0, 0.0, -2.4], [0.0, 0.2, -0.4], [-0.2, 0.2, 0.0], [0.3, -1.2, -0.4], [-0.4, 0.5, -0.5], [1.4, -1.0, -0.5], [0.1, 1.4, -0.4], [0.2, -0.1, -0.1]],
  "lowdin_charge": [1.02, -0.26, -0.17, -0.33, 1.03, -0.38, -0.13, -0.07, -0.05, -0.07, -0.07, -0.33, -0.08, -0.06, -0.07, -0.07, -0.10, -0.21, -0.01, -0.07, -0.09, -0.07, -0.05, 0.95, -0.39, -0.11, -0.06, -0.02, -0.04, -0.11, -0.48, -0.16, -0.03, -0.07, -0.08, -0.09, 0.05, 0.05, 0.08, 0.09, 0.10, 0.11, 0.10, 0.10, 0.06, 0.07, 0.12, 0.10, 0.13, 0.11, 0.10, 0.08, 0.11, 0.11, 0.07, 0.12, 0.12, 0.10, 0.10, 0.05, 0.09, 0.10, 0.12, 0.12, 0.10, 0.59, -0.75, 0.13, 0.38, -0.05, -0.07, -0.04, -0.23, -0.04, -0.07, -0.08, -0.29, -0.30, -0.07, -0.07, -0.08, -0.05, -0.04, 0.12, 0.12, 0.11, 0.14, 0.11, 0.02, 0.05, 0.12, 0.11, 0.12, 0.11, -0.07, -0.78, 0.01, 1.06, -0.48, -0.08, -0.01, -0.22, 0.00, -0.09, -0.08, -0.37, 0.06, 0.09, 0.11, 0.10, 0.13, 0.14, 0.11],
  "e_lumo_ev": [-4.628, -4.626],
  "relative_energy_kj_mol": 94.52,
  "orbital_gap_ev": [5.196, 5.199],
  "charge": 1
}

---

Taking the records one at a time from the top gives E values of -4403.3142; -4218.3823 Ha.